1.
Here is 2 unconnected molecules or ions with the total composition C9H14 from OMol25. Energies are from ωB97M-V with the def2-TZVPD basis set.

Last column: natural (NBO) charge in e.
Geometry (Å):
C (0.6722, 0.4226, -2.9825)  -0.603
C (-0.0332, -1.0585, 0.8854)  -0.213
C (1.5410, 0.7712, 0.7626)  -0.226
C (0.5185, 1.6434, 1.1026)  -0.208
C (0.5812, -1.1010, -2.7146)  -0.614
C (-1.0707, -0.1942, 1.2024)  -0.012
C (-0.7739, 1.1692, 1.2914)  -0.217
C (1.2360, -0.5679, 0.5883)  -0.206
C (-2.4722, -0.6918, 1.4688)  -0.629
H (0.3807, -1.6248, -3.6637)  0.199
H (1.5056, 0.6527, -3.6395)  0.196
H (-0.4014, -1.2804, -2.2969)  0.210
H (1.8561, -1.2969, 0.0777)  0.213
H (1.4872, -1.3863, -2.2094)  0.206
H (0.8428, 0.8861, -2.0178)  0.208
H (0.6770, 2.6960, 1.3293)  0.215
H (-0.2438, 0.7989, -3.4474)  0.199
H (-1.6014, 1.8684, 1.3600)  0.206
H (-2.5067, -1.5365, 2.1369)  0.222
H (-0.2437, -2.1214, 0.8210)  0.208
H (2.5427, 1.1034, 0.5126)  0.216
H (-2.9465, -0.9646, 0.5187)  0.218
H (-3.0791, 0.1367, 1.8314)  0.214

Values from the calculation:
Gap between HOMO and LUMO   10.106 eV
SMILES   Cc1ccccc1.CC
LUMO energy   1.02 eV
E_HOMO   -9.08 eV
Multiplicity   1
Relative energy (zero: lowest compared OMol25 entry of this formula, charge and spin)   55.0 kJ/mol
Net charge   0

2.
Here is 2 unconnected molecules or ions with the total composition C9H14 from OMol25. Energies are from ωB97M-V with the def2-TZVPD basis set.

Last column: natural (NBO) charge in e.
Geometry (Å):
C (-2.3447, -2.4301, 0.9352)  -0.612
C (0.8424, 0.8917, 0.6505)  -0.234
C (-0.0040, 3.2433, -0.1727)  -0.629
C (1.7415, -0.6706, -0.9852)  -0.236
C (1.4291, -0.3293, 0.3415)  -0.198
C (-2.5906, -3.0767, 2.3144)  -0.602
C (0.6575, 1.4258, -1.6236)  -0.219
C (1.2454, 0.1541, -2.0337)  -0.190
C (0.5643, 1.7970, -0.3235)  -0.018
H (0.3128, 1.9907, -2.4298)  0.201
H (-2.0768, -3.1725, 0.2145)  0.209
H (0.8198, 1.1574, 1.7859)  0.215
H (-1.8403, -3.9768, 2.4673)  0.191
H (-3.4126, -3.7578, 2.4568)  0.202
H (-1.6960, -1.6060, 1.1792)  0.214
H (1.4097, -0.0955, -3.0999)  0.216
H (-2.6227, -2.3673, 3.0520)  0.198
H (1.5309, -1.1466, 1.1797)  0.218
H (2.1162, -1.6337, -1.2216)  0.211
H (-0.4865, 3.3590, 0.7680)  0.221
H (0.7230, 3.9565, -0.5730)  0.228
H (-0.7250, 3.3165, -1.0457)  0.213
H (-3.2970, -2.0558, 0.6487)  0.200

Values from the calculation:
Gap between HOMO and LUMO   10.079 eV
SMILES   Cc1ccccc1.CC
LUMO energy   0.97 eV
E_HOMO   -9.11 eV
Multiplicity   1
Relative energy (zero: lowest compared OMol25 entry of this formula, charge and spin)   182.5 kJ/mol
Net charge   0

3.
Here is 2 unconnected molecules or ions with the total composition C9H14 from OMol25. Energies are from ωB97M-V with the def2-TZVPD basis set.

Last column: natural (NBO) charge in e.
Geometry (Å):
C (-0.2472, 1.9278, 0.2258)  -0.219
C (0.4224, 0.4552, -1.5540)  -0.042
C (1.1007, 2.2978, 0.3946)  -0.213
C (-1.1032, -3.0558, 2.3345)  -0.621
C (2.1261, 1.7923, -0.3760)  -0.212
C (1.7178, 0.7256, -1.2201)  -0.193
C (-2.5205, -2.7475, 2.7303)  -0.609
C (0.1222, -0.4394, -2.6890)  -0.636
C (-0.5597, 0.9494, -0.6782)  -0.196
H (-2.8878, -1.8929, 2.1636)  0.205
H (-0.5851, -0.0786, -3.4403)  0.224
H (-0.3060, -1.4129, -2.3882)  0.219
H (-2.5810, -2.4980, 3.7907)  0.206
H (-0.3076, -2.3195, 2.4819)  0.209
H (1.2920, 3.1256, 1.0771)  0.205
H (-3.1491, -3.6132, 2.5273)  0.206
H (0.9869, -0.8061, -3.2404)  0.221
H (-0.9507, -3.3901, 1.3007)  0.202
H (-0.9488, 2.3317, 0.9410)  0.215
H (-0.6179, -3.9013, 2.8389)  0.202
H (3.1756, 2.0186, -0.2946)  0.219
H (-1.5817, 0.6274, -0.8476)  0.208
H (2.5717, 0.2341, -1.6928)  0.200

Values from the calculation:
Gap between HOMO and LUMO   9.897 eV
SMILES   Cc1ccccc1.CC
LUMO energy   0.94 eV
E_HOMO   -8.96 eV
Multiplicity   1
Relative energy (zero: lowest compared OMol25 entry of this formula, charge and spin)   77.3 kJ/mol
Net charge   0

4.
Here is 2 unconnected molecules or ions with the total composition C9H14 from OMol25. Energies are from ωB97M-V with the def2-TZVPD basis set.

Last column: natural (NBO) charge in e.
Geometry (Å):
C (0.2575, 1.9718, -0.3142)  -0.211
C (1.3362, -3.1936, -0.1472)  -0.629
C (-1.4798, 1.1856, 1.1337)  -0.216
C (-1.1262, 1.7975, -0.0576)  -0.030
C (-2.0284, 2.3970, -1.0275)  -0.647
C (1.1827, 1.4244, 0.5029)  -0.202
C (0.9512, -2.3071, -1.2514)  -0.644
C (0.7574, 0.5947, 1.5979)  -0.215
C (-0.5620, 0.6186, 1.9838)  -0.225
H (-1.0085, -0.0624, 2.7533)  0.216
H (1.0218, -2.8018, 0.9174)  0.199
H (1.6467, -0.0396, 1.9843)  0.220
H (0.6306, 2.3361, -1.1925)  0.206
H (-0.1173, -2.4326, -1.6463)  0.215
H (-2.5105, 0.8630, 1.5140)  0.217
H (2.4148, -3.5787, 0.0051)  0.215
H (0.7776, -4.1317, -0.1146)  0.205
H (2.2586, 1.3873, 0.3045)  0.211
H (1.7099, -2.2421, -2.1370)  0.216
H (-1.8459, 2.2791, -2.1238)  0.225
H (-2.1190, 3.5106, -1.0269)  0.233
H (0.8582, -1.3254, -0.6784)  0.223
H (-3.0055, 1.7491, -0.9796)  0.218

Values from the calculation:
Gap between HOMO and LUMO   9.854 eV
SMILES   Cc1ccccc1.CC
LUMO energy   0.96 eV
E_HOMO   -8.89 eV
Multiplicity   1
Relative energy (zero: lowest compared OMol25 entry of this formula, charge and spin)   215.7 kJ/mol
Net charge   0

5.
Here is 2 unconnected molecules or ions with the total composition C9H14 from OMol25. Energies are from ωB97M-V with the def2-TZVPD basis set.

Last column: natural (NBO) charge in e.
Geometry (Å):
C (-1.4571, -2.0590, 0.3098)  -0.243
C (-0.1308, -1.6562, 0.6187)  0.016
C (0.2019, -1.2578, 2.0643)  -0.645
C (-0.8143, -2.1651, -2.0883)  -0.257
C (0.7737, 3.2153, 0.6811)  -0.612
C (0.4582, 3.3964, -0.7471)  -0.615
C (0.8810, -1.5251, -0.3311)  -0.235
C (-1.7404, -2.1712, -0.9999)  -0.187
C (0.5087, -1.9334, -1.6378)  -0.180
H (1.2081, -1.2655, 2.4457)  0.221
H (1.8674, 3.3151, 0.8230)  0.196
H (0.4412, 2.1738, 1.0890)  0.203
H (1.3775, -1.7461, -2.2990)  0.205
H (-2.8007, -2.3645, -1.2669)  0.201
H (-0.5994, 2.9717, -0.8364)  0.203
H (-2.2249, -2.1472, 1.1615)  0.224
H (1.2087, 2.6257, -1.1908)  0.208
H (0.3531, 3.8327, 1.5058)  0.204
H (0.4792, 4.3476, -1.2374)  0.214
H (1.8323, -1.3751, -0.0959)  0.207
H (-1.3815, -2.1827, -3.0763)  0.241
H (-0.2655, -1.8743, 2.8481)  0.217
H (-0.1762, -0.1551, 2.2597)  0.214

Values from the calculation:
Gap between HOMO and LUMO   9.887 eV
SMILES   Cc1ccccc1.CC
LUMO energy   0.92 eV
E_HOMO   -8.96 eV
Multiplicity   1
Relative energy (zero: lowest compared OMol25 entry of this formula, charge and spin)   206.0 kJ/mol
Net charge   0

6.
Here is a molecular structure, C9H14BHfN5O from OMol25. Energies are from ωB97M-V with the def2-TZVPD basis set.

Last column: natural (NBO) charge in e.
Geometry (Å):
Hf (0.0637, 0.2222, -0.3765)  2.675
O (-0.1205, -1.8713, -0.5346)  -0.818
N (-0.7197, 3.1951, 0.0025)  -0.255
N (0.7756, -3.9281, -0.6272)  -0.680
N (0.3019, 2.3160, -0.2693)  -0.634
N (-1.7931, 0.2034, 0.5612)  -0.605
N (-2.5362, 1.3672, 0.6632)  -0.258
C (-3.7035, 1.0580, 1.1905)  0.111
C (2.1241, -2.0718, 0.2648)  -0.508
C (1.4659, 3.0553, -0.3213)  0.005
C (-3.7709, -0.3176, 1.4650)  -0.285
C (-2.5713, -0.8146, 1.0616)  0.017
C (1.1814, 4.3666, -0.1010)  -0.283
C (-0.2098, 4.4058, 0.1049)  0.112
C (2.0831, -0.5477, 0.1235)  -1.003
C (0.8823, -2.6671, -0.3409)  0.731
B (-2.2499, 2.8720, 0.1797)  0.138
H (-4.5959, -0.8593, 1.8949)  0.278
H (2.5394, -0.2402, -0.8401)  0.235
H (-0.0904, -4.2952, -1.0020)  0.445
H (-2.6388, 3.5604, 1.0789)  0.007
H (-2.8325, 3.0558, -0.8567)  -0.004
H (2.4194, 2.5883, -0.5148)  0.242
H (3.0089, -2.5441, -0.1658)  0.267
H (1.8682, 5.1952, -0.0778)  0.279
H (2.1110, -2.3348, 1.3270)  0.281
H (-4.4475, 1.8234, 1.3536)  0.267
H (-0.8469, 5.2478, 0.3314)  0.267
H (1.5380, -4.5765, -0.4853)  0.446
H (-2.2051, -1.8263, 1.0876)  0.243
H (2.6735, -0.0646, 0.9007)  0.286

Values from the calculation:
Gap between HOMO and LUMO   6.989 eV
LUMO energy   -8.81 eV
E_HOMO   -15.79 eV
Multiplicity   1
Net charge   +2

7.
Here is a molecular structure, C9H14BN8PdS from OMol25. Energies are from ωB97M-V with the def2-TZVPD basis set.

Last column: natural (NBO) charge in e.
Geometry (Å):
Pd (-0.4525, -1.4220, -0.9870)  0.943
S (-2.7065, -1.1394, -1.6105)  -0.089
N (-3.5569, 2.5795, -1.0793)  -0.220
N (0.7365, -1.4480, 1.9958)  -0.278
N (1.6479, -1.7357, -0.9070)  -0.315
N (-0.3576, 1.1040, -1.3358)  -0.646
N (-1.7082, 1.4210, -1.2400)  -0.222
N (-3.8500, 1.2824, -1.2676)  -0.331
N (2.4877, -1.4819, 0.0970)  -0.266
N (-0.3450, -1.5089, 1.2201)  -0.311
C (-1.0277, -1.3712, 3.3337)  -0.328
C (-2.2712, 2.6731, -1.0634)  0.369
C (3.7244, -1.3009, -0.4025)  0.021
C (-2.7464, 0.5159, -1.3633)  0.225
C (2.3323, -1.6920, -2.0511)  -0.059
C (-1.4946, 3.9036, -0.8420)  -0.673
C (0.3497, -1.3688, 3.2817)  0.015
C (-1.4258, -1.4649, 1.9990)  -0.053
C (3.6747, -1.4228, -1.7750)  -0.322
B (2.2111, -1.4411, 1.5995)  0.149
H (-2.1946, 4.7252, -0.7310)  0.278
H (2.7395, -2.3820, 2.1152)  -0.022
H (-0.8247, 4.1183, -1.6722)  0.246
H (4.5519, -1.0931, 0.2441)  0.244
H (1.8469, -1.8761, -2.9983)  0.221
H (-1.6508, -1.3156, 4.2011)  0.247
H (0.0317, 1.4562, -2.2141)  0.399
H (-0.9052, 3.8164, 0.0698)  0.245
H (-4.8129, 0.9819, -1.2902)  0.451
H (4.4816, -1.3412, -2.4720)  0.249
H (1.0650, -1.3121, 4.0769)  0.242
H (-2.4197, -1.5202, 1.5858)  0.221
H (0.1655, 1.5095, -0.5576)  0.407
H (2.7043, -0.4494, 2.0416)  -0.035

Values from the calculation:
Gap between HOMO and LUMO (alpha / beta)   5.711 / 5.696 eV
LUMO energy (alpha / beta)   -5.67 / -5.68 eV
E_HOMO (alpha / beta)   -11.38 / -11.38 eV
Multiplicity   1
Relative energy (zero: lowest compared OMol25 entry of this formula, charge and spin)   151.9 kJ/mol
Net charge   +1

8.
Here is 2 unconnected molecules or ions with the total composition C9H14BNO2S from OMol25. Energies are from ωB97M-V with the def2-TZVPD basis set.

Last column: natural (NBO) charge in e.
Geometry (Å):
S (-1.1162, -1.6363, -1.8363)  0.178
O (2.3655, -2.7086, -0.8266)  -0.899
O (1.9883, -4.2928, 0.8281)  -0.852
N (-2.2428, 2.2230, -1.6283)  -0.634
C (-0.6785, -0.1773, -1.5332)  0.050
C (-1.0340, 2.2258, -1.4328)  0.147
C (-2.4501, -1.1006, 1.6604)  -0.592
C (-0.2440, 1.0158, -1.3620)  -0.339
C (1.3231, 1.2388, -1.1587)  -0.371
C (1.7224, 1.5901, 0.3266)  -0.621
C (-1.1227, -0.6677, 2.0336)  -0.505
C (0.7778, -2.2483, 1.0862)  -0.389
C (-0.0429, -1.4739, 1.5049)  0.105
B (1.7739, -3.0723, 0.2959)  1.043
H (-2.4138, -2.0893, 1.4509)  0.216
H (1.4989, 1.9717, -1.9349)  0.211
H (2.8528, -3.1754, -1.4834)  0.511
H (-3.1786, -0.9082, 2.3766)  0.212
H (-2.8163, -0.7182, 0.6453)  0.216
H (1.4685, 0.7622, 1.0590)  0.231
H (2.4961, -4.8372, 0.1162)  0.472
H (1.8705, 0.3208, -1.6219)  0.226
H (2.7957, 1.8018, 0.3875)  0.220
H (-0.4340, 3.1920, -1.7119)  0.142
H (-1.0005, -0.6156, 3.0748)  0.233
H (1.0462, 2.4856, 0.6968)  0.205
H (-0.9461, 0.3425, 1.6475)  0.229
H (-2.8059, 3.0141, -1.7253)  0.357

Values from the calculation:
Gap between HOMO and LUMO   8.232 eV
SMILES   [H]/N=C/C(=C=S)CC.CCC#CB(O)O
LUMO energy   0.07 eV
E_HOMO   -8.16 eV
Multiplicity   1
Relative energy (zero: lowest compared OMol25 entry of this formula, charge and spin)   136.9 kJ/mol
Net charge   0

9.
Here is a gas-phase ion, C9H14Br2NO (charge +1) from OMol25. Energies are from ωB97M-V with the def2-TZVPD basis set.

Last column: natural (NBO) charge in e.
Geometry (Å):
Br (-3.6133, -2.2086, 0.1483)  0.104
Br (-4.1668, 1.3571, -0.3543)  0.217
O (-1.0928, 2.7350, -0.6594)  -0.691
N (0.0951, 0.8300, -0.2811)  -0.585
C (1.8056, -1.9281, -1.7578)  -0.613
C (-0.8296, 2.0665, 1.7017)  -0.706
C (0.1717, -0.5142, 0.3305)  0.171
C (-2.2853, -0.8007, 0.2349)  -0.208
C (-2.6159, 0.4664, 0.0414)  -0.163
C (-0.9352, -1.2329, 0.5250)  -0.206
C (2.4119, -1.0124, -0.7021)  -0.395
C (1.5686, -0.9682, 0.5862)  -0.456
C (-0.9425, 1.7430, 0.2480)  0.535
H (3.4021, -1.3823, -0.4392)  0.239
H (-0.8366, -2.2323, 0.9207)  0.265
H (2.5486, -0.0100, -1.1169)  0.180
H (-0.7786, 1.1586, 2.2967)  0.256
H (0.8200, -1.5903, -2.0739)  0.189
H (-1.6975, 2.6386, 2.0243)  0.263
H (0.0644, 2.6675, 1.8958)  0.240
H (1.0273, 1.2679, -0.2045)  0.443
H (1.5384, -1.9664, 1.0197)  0.250
H (2.4493, -1.9569, -2.6314)  0.237
H (1.7091, -2.9394, -1.3749)  0.221
H (2.0516, -0.3064, 1.3110)  0.227
H (-1.7647, 3.3778, -0.3981)  0.523
H (-0.1049, 0.7406, -1.2906)  0.462

Values from the calculation:
Gap between HOMO and LUMO   8.976 eV
LUMO energy   -3.53 eV
E_HOMO   -12.50 eV
Multiplicity   1
Relative energy (zero: lowest compared OMol25 entry of this formula, charge and spin)   0.0 kJ/mol
Net charge   +1

10.
Here is a molecular structure, C9H14Cl2O8Rb from OMol25. Energies are from ωB97M-V with the def2-TZVPD basis set.

Last column: natural (NBO) charge in e.
Geometry (Å):
Rb (1.6825, 0.2780, -0.2028)  0.948
Cl (-2.5673, 2.4654, 2.7309)  -0.072
Cl (0.1728, 1.4333, 2.5116)  -0.057
O (-1.3628, -1.4899, 1.9890)  -0.588
O (-1.5527, -2.0337, 4.1508)  -0.694
O (-1.1543, 0.1437, -2.1326)  -0.732
O (1.4152, 1.8914, -2.3209)  -0.784
O (1.3386, -1.9223, 2.0988)  -0.527
O (3.2646, -2.0416, -0.0652)  -0.771
O (-0.3151, 2.6358, -1.1043)  -0.789
O (3.9038, -0.4570, 1.3880)  -0.773
C (0.1961, 2.0448, -2.0803)  0.746
C (2.7105, -2.3285, 2.2201)  -0.168
C (-0.7995, 1.2560, -2.9859)  0.133
C (-0.8508, -1.8752, 3.0024)  0.785
C (0.5886, -2.2692, 3.2084)  -0.164
C (-0.1479, 0.7323, -4.2511)  -0.623
C (3.4217, -1.5682, 1.0794)  0.716
C (-1.3392, 1.7813, 1.6429)  -0.393
C (-2.0369, 2.0820, -3.2941)  -0.625
H (0.2158, 1.5546, -4.8681)  0.215
H (0.7025, 0.1000, -4.0067)  0.233
H (-2.4866, 2.4235, -2.3641)  0.237
H (2.7794, -3.4153, 2.1022)  0.165
H (-1.7163, -0.4511, -2.6405)  0.456
H (-1.1166, 2.4845, 0.8465)  0.284
H (-0.8743, 0.1579, -4.8385)  0.176
H (0.9394, -1.7761, 4.1253)  0.195
H (-2.7653, 1.4912, -3.8610)  0.180
H (3.0970, -2.0136, 3.1942)  0.166
H (0.6005, -3.3534, 3.4030)  0.189
H (-1.7128, 0.8362, 1.2695)  0.239
H (-1.7742, 2.9552, -3.8951)  0.206
H (-2.4563, -1.7521, 3.9482)  0.493

Values from the calculation:
Gap between HOMO and LUMO   8.107 eV
LUMO energy   2.33 eV
E_HOMO   -5.78 eV
Multiplicity   1
Relative energy (zero: lowest compared OMol25 entry of this formula, charge and spin)   33.7 kJ/mol
Net charge   -1